25
Properties=species:S:1:pos:R:3:forces:R:3 method="wB97M-V/def2-TZVPD" homo_lumo_gap_ha=0.3360 multiplicity=1 homo_energy_ev=-9.2 e_tot_ha=-518.01172 smiles="CC(C)N=O.CC(=O)O.C"
C -1.9973 -0.0114 -1.4297 0.2393 -0.0261 0.1465
C -1.6079 -0.5838 -0.0745 -0.1479 -0.8284 -0.3345
C -2.7506 -1.4202 0.5228 0.1980 0.0560 0.0179
N -1.4071 0.5132 0.8597 0.6665 0.4380 1.8986
O -0.6972 0.2764 1.8260 -1.4063 0.0833 -1.5097
H -2.1633 -0.8173 -2.1412 -0.0544 -0.0589 -0.0207
H -2.9093 0.5727 -1.3355 -0.1066 0.0530 -0.0293
H -1.2103 0.6348 -1.8080 -0.0059 0.0416 -0.0687
H -0.7088 -1.2115 -0.1361 -0.0021 0.1938 0.1168
H -3.0209 -2.2117 -0.1735 -0.0209 -0.0086 -0.0249
H -3.6213 -0.7904 0.6959 -0.0987 0.0217 0.0023
H -2.4445 -1.8652 1.4677 -0.0061 -0.0088 0.0214
C 2.1699 0.7746 -1.4404 -0.0476 -0.3324 0.4954
C 1.7051 1.6827 -0.3347 -0.4321 1.4131 -0.7730
O 2.3992 2.3477 0.3838 -0.0499 -0.4632 0.1694
O 0.3484 1.8736 -0.4062 0.6360 -0.2437 -0.0648
H 3.2087 0.5014 -1.2781 -0.0356 0.0066 0.0000
H 1.5421 -0.1140 -1.4706 0.0354 -0.0639 -0.0895
H 2.0705 1.2961 -2.3903 -0.0421 0.0909 0.0091
H 0.0722 2.5305 0.2532 0.2441 -0.1194 0.0168
C 2.2089 -0.7776 1.6660 -1.0154 -0.0736 0.5549
H 1.1256 -0.4931 1.8082 1.5493 -0.1537 -0.2856
H 2.8916 0.0666 1.6628 -0.1937 0.1724 -0.1066
H 2.4766 -1.4075 2.5105 0.0529 -0.1440 0.0613
H 2.3196 -1.3664 0.7623 0.0435 -0.0459 -0.2030



47
Properties=species:S:1:pos:R:3:forces:R:3 method="wB97M-V/def2-TZVPD" homo_lumo_gap_ha=0.2909 multiplicity=1 total_charge=+1 homo_energy_ev=-11.7 e_tot_ha=-922.43410 smiles="C#CC[C@H]1O[C@H](CCN)[C@H](CC)[N@@H+](CC=O)[C@H]1OCC"
C -4.3274 -2.1556 -0.9623 6.7219 2.2155 0.6359
C -3.0466 -1.8363 -0.8331 -5.6273 -1.6928 -1.4150
C -1.4674 -1.4599 -0.9736 -1.4849 0.5069 -0.5127
C -1.1348 -0.1498 -0.0585 -0.4221 -0.4400 -0.4519
O -0.4405 -0.4508 1.1840 0.8579 0.0543 -1.8213
C 0.9280 -0.8927 0.9716 0.7258 -1.0271 0.7675
C 1.5246 -1.2219 2.4659 0.1512 0.2240 -0.6645
C 0.7616 -2.4552 3.1820 0.2211 -0.4956 -0.3527
N -0.0923 -2.0389 4.3448 -0.3432 0.0878 -1.1056
C 1.8556 0.1365 0.1296 1.6856 -0.8168 2.2803
C 2.5482 1.3036 1.0259 -0.3106 -0.4471 0.2973
C 1.5136 2.1821 1.9025 0.7759 1.1067 0.4123
N 1.1382 0.6635 -1.1042 0.4519 0.3803 -1.0692
C 1.4014 -0.2736 -2.2501 1.3810 -2.2581 -2.2830
C 2.7499 0.1704 -3.0776 -0.9963 4.6336 -2.4605
O 2.6971 1.2838 -3.7291 0.3164 -5.3977 3.4966
C -0.3045 1.0057 -0.8735 -3.0792 1.7146 1.8611
O -0.9999 1.4667 -2.0727 1.5638 -0.7089 1.9203
C -2.2239 2.1903 -1.7379 -2.0970 -0.0798 0.0143
C -3.4496 1.3665 -2.4588 0.0817 0.2891 -0.2614
H -5.4721 -2.2849 -1.0725 2.7361 0.1879 0.3875
H -1.2929 -1.1165 -2.0767 -0.5918 -0.8407 1.9017
H -0.7756 -2.3545 -0.7689 -1.3005 1.3438 -0.1098
H -2.1761 0.2773 0.2526 2.1636 -0.5242 -0.5940
H 0.9903 -1.9152 0.4043 -0.4838 1.7372 0.8449
H 2.6595 -1.4334 2.3410 -1.9186 0.2367 0.2395
H 1.4175 -0.2851 3.1274 0.2039 -1.4289 -1.0736
H 0.1013 -3.0316 2.4149 1.1941 1.0576 1.1705
H 1.5375 -3.2204 3.5736 -1.0929 1.3527 -0.7648
H -0.0432 -1.0238 4.5303 -0.1140 -0.9260 -0.2734
H -1.0791 -2.2971 4.1513 1.0355 0.4996 0.3137
H 2.7447 -0.5030 -0.2791 -1.6565 1.1913 0.6749
H 3.2313 1.9227 0.3252 -1.2208 -0.7241 1.1695
H 3.2721 0.7954 1.7892 -1.3711 0.6371 -1.6666
H 2.1038 2.5905 2.8249 -1.0521 -0.6977 -1.7077
H 0.6262 1.5923 2.3404 1.3908 0.8886 -1.0669
H 1.1687 3.1402 1.3283 0.3775 -1.8829 1.0015
H 1.6213 1.5675 -1.3455 -0.6075 -0.7794 -0.0242
H 1.6066 -1.3757 -1.9202 -0.6938 2.1660 -0.0358
H 0.5667 -0.3337 -3.0372 1.1180 0.6447 1.4036
H 3.6989 -0.4767 -3.1384 -1.4864 0.6524 0.2440
H -0.3066 1.9281 -0.1534 0.4052 -1.7881 -1.0266
H -2.1876 3.2765 -2.1148 0.3048 -1.7984 0.3666
H -2.4161 2.2577 -0.5879 0.5553 -0.2549 -2.0360
H -3.0225 0.4827 -3.0778 -0.6128 1.5614 1.1657
H -4.1986 0.9350 -1.6971 1.2461 0.7677 -1.1962
H -4.0076 2.0512 -3.2089 0.8983 -1.1283 1.4040



120
Properties=species:S:1:pos:R:3:forces:R:3 method="wB97M-V/def2-TZVPD" homo_lumo_gap_ha=0.3755 multiplicity=1 homo_energy_ev=-10.4 e_tot_ha=-3057.12109
H -3.8669 -3.7392 4.1447 -1.3197 0.9677 1.2392
H -3.9322 -4.8900 3.1103 0.9846 1.2099 0.9067
O -3.3280 -4.2579 3.5969 0.2700 -2.1994 -2.2390
H 4.7826 0.3388 0.5967 -0.4470 0.8953 1.0041
H 4.7051 -1.1927 0.7421 -0.5268 -0.2638 0.8119
O 5.0985 -0.4772 0.2663 1.1692 -0.6399 -1.7770
H -1.1753 0.6960 5.1989 2.7218 0.1259 0.2821
H -1.8504 -0.1982 4.0125 1.0866 1.8056 1.6258
O -1.9409 0.4582 4.7500 -4.4783 -1.1199 -0.5694
H -1.5411 -0.5492 -1.1707 -0.9152 -1.2236 -2.6474
H -0.9621 -0.4272 -2.6008 -0.5209 -0.6584 0.0896
O -1.7463 -0.8550 -2.1743 1.8301 1.7669 3.3349
H -5.3089 0.4880 3.3600 0.5242 -0.5697 1.2981
H -4.4377 0.2987 4.6900 -0.5203 0.0633 -0.7843
O -5.1392 -0.1071 4.1373 0.2765 0.4845 -0.6223
H 0.8466 -2.3907 1.7172 1.1009 -0.0307 -0.9462
O 1.7716 -2.0644 1.6945 -0.9173 0.9187 1.6944
H 3.5860 5.5954 1.5258 -1.5896 -0.5160 0.2456
O 2.8118 4.9899 1.6429 4.4562 -1.7934 -1.4598
H 3.9774 -0.4118 3.3538 0.0728 -0.0090 0.2997
H 2.9029 -0.8853 2.3874 -1.9363 -1.6752 -0.2931
O 3.5478 -0.2362 2.5201 1.8156 1.9579 0.1504
H 0.1434 -3.2380 3.9986 -0.5029 -0.0269 -0.1252
H 0.9913 -4.3808 4.0804 0.5660 -0.8255 0.0531
O 0.0610 -4.1924 3.9719 0.1641 -0.1049 0.1252
H 3.2546 3.6152 3.7124 5.9500 2.7291 0.2885
H 2.1526 3.5295 2.8634 0.1825 -0.9149 1.1402
O 2.4790 3.2174 3.7477 -6.1571 -2.0982 -1.1486
H 3.8847 -4.3237 -0.5534 0.1555 -0.2962 -0.3355
H 5.2213 -3.5349 -0.4744 0.5992 -0.1466 -0.4200
O 4.3273 -3.5758 -0.1601 -0.8089 0.5753 0.8377
H -1.9592 1.4659 3.0218 -2.6570 -0.8305 -0.0317
O -2.8730 1.3944 2.5279 3.5228 0.4507 0.5249
H -1.2069 1.2758 -0.2400 1.9944 6.4456 -5.0059
H -1.0794 0.7632 1.2156 1.8514 0.7864 2.4427
O -1.3618 0.6886 0.3565 -3.3881 -6.8709 1.4493
H -2.1053 -1.9106 4.0222 0.9212 -1.4172 0.1639
H -2.2864 -1.6411 5.4217 1.7659 -1.1365 -0.1598
O -1.6818 -2.2359 4.8596 -2.9900 1.6707 0.1247
H -1.0609 -0.3433 2.4666 -3.6066 -2.7835 -2.9174
H 0.1350 -0.7359 3.3943 -0.1043 -0.0241 0.3135
O -0.3469 -0.0643 2.9024 3.3170 4.2782 0.7780
H 2.8299 -3.5217 -3.9637 3.4432 0.6600 0.7282
H 4.1790 -3.0467 -4.5915 0.6313 0.7374 -1.7858
O 3.8698 -3.3912 -3.7862 -4.1096 -1.3128 1.1245
H -3.3424 -2.2401 -0.0977 -0.6737 -1.6331 -1.1718
H -2.8361 -2.7293 -1.4448 -0.4581 -0.5246 0.4622
O -3.4865 -2.9943 -0.7562 1.0364 1.9800 0.3838
H 1.5662 0.7220 -3.3976 -2.4036 0.6523 1.0858
H 0.0635 1.2931 -2.9385 -1.2330 2.2332 -1.5225
O 0.7649 0.7306 -2.7703 3.5273 -2.5197 0.7049
H -1.9483 1.2246 -5.2682 -2.0144 -3.5773 1.9766
O -1.2590 1.7516 -5.5362 -0.8868 4.0638 -2.5839
H 3.0576 3.1368 -4.7597 -0.0498 0.1942 0.2219
H 1.9643 2.8068 -5.7196 -1.9521 0.6340 -0.5501
O 2.8121 2.5344 -5.4625 1.7979 -0.8131 0.4355
H -4.9249 -2.0531 1.5013 -3.5294 -3.2661 0.4456
O -4.2833 -1.4438 1.4067 3.5254 2.5341 -2.0372
H -1.2969 6.2709 -2.3741 -2.6915 -0.2021 -1.4297
H -0.6372 6.6063 -1.1547 -0.3477 0.9726 2.6563
O -0.4579 6.3314 -2.0129 1.8835 0.2597 -0.0337
H 1.4856 5.5872 -2.8460 -2.0715 -0.6994 -1.3884
H 0.2127 5.1980 -3.9366 -2.6742 2.4699 -2.8247
O 0.8468 4.9940 -3.3499 5.5330 -3.1757 3.0149
H 1.8174 4.5100 -0.5128 0.6588 -0.2622 -0.1120
H 3.3464 4.4928 -1.1143 -3.5688 1.2579 0.3041
O 2.4074 4.9767 -1.1187 3.0747 -0.8797 -0.5263
H 0.0982 3.1576 5.0919 8.8577 13.3040 -5.1687
H -0.3790 2.3260 6.3283 0.8168 1.3008 -0.6014
O -0.2926 2.5412 5.3889 -9.5379 -14.4980 6.0615
H -3.9061 -1.1514 -4.6587 2.8264 0.5807 0.9418
H -2.8409 -1.0644 -3.3671 -0.2374 0.5028 -2.0070
O -2.9311 -0.9307 -4.3870 -2.7990 -0.7868 0.5742
H -1.5152 2.6824 -2.4979 0.6190 -1.1747 -1.6658
H -0.9111 4.1103 -2.0336 -0.8386 -1.6505 -0.3119
O -1.6275 3.4076 -1.9360 0.4284 2.8437 1.9076
H 1.0049 -1.8814 -3.1044 1.5928 1.4796 0.4247
H -0.2402 -2.3581 -3.5733 0.1920 -1.0559 0.5738
O 0.5617 -2.7000 -3.1194 -2.0904 -1.5636 -0.0127
H 1.9734 -0.5338 -5.2253 -1.8639 -2.0091 1.4252
H 0.9724 -1.8851 -5.2335 1.2197 1.8675 0.9391
O 1.3461 -1.1497 -4.6520 1.7359 1.2752 -3.8121
H 0.1736 -4.9238 0.7084 -0.9624 2.4098 1.9486
H -0.2361 -4.3584 2.2384 0.0548 -1.1630 1.0814
O -0.0270 -4.1202 1.3427 0.9699 -2.0807 -3.2461
H -0.9904 -2.8663 1.3623 -0.4186 -0.3600 -0.6339
H -2.2106 -1.9412 1.3087 -4.4051 -0.2853 -0.2449
O -1.3171 -1.9518 1.3578 3.9037 0.6251 0.6090
H -2.6168 4.2727 2.3665 -0.6469 0.4466 -0.5161
O -2.8895 4.0429 1.4443 2.4916 -1.3455 0.9449
H 5.2718 -1.1125 -1.5348 -1.4459 0.6860 1.7986
H 5.6128 -2.1940 -2.5248 -0.9200 -1.9811 -0.7344
O 5.8736 -1.3746 -2.1883 2.4283 1.1383 -1.2907
H -1.9869 2.3353 -6.0107 2.9009 -0.6187 0.7718
H 2.2935 -2.4598 1.0181 0.1386 -0.9382 -0.9311
H -4.0919 -1.0952 2.2457 0.1640 0.9537 1.9443
H 2.0715 5.3962 1.9466 -2.9461 2.6186 1.3367
H -2.5239 2.0018 1.8538 -1.6993 -0.7402 -0.5429
H -2.1689 3.3300 1.3672 -1.4306 1.9774 -0.9520
O 2.7388 1.7092 -0.5666 7.4672 -1.2191 4.1898
H 1.9404 1.4281 -0.7672 -6.3362 -2.0388 -1.9801
H 3.0778 0.8759 0.0449 -1.2908 3.2950 -2.3135
O 0.2064 -5.0266 -1.7066 0.7854 -0.2171 -0.6805
H 1.1024 -4.6752 -1.9793 -2.0381 -0.3610 0.0220
H -0.3793 -5.0520 -2.5063 1.1775 0.3260 1.0558
O -1.3747 -2.7671 -5.6573 -12.1915 -0.5739 0.7764
H -1.8314 -2.0378 -5.2190 0.5218 0.5782 0.1716
H -0.5620 -2.8277 -5.7509 11.4962 -0.1562 -1.0683
O 4.3711 0.0622 -4.3662 -3.1445 7.1213 -2.3305
H 4.8494 0.8876 -4.0587 -0.8812 -1.7446 -0.5671
H 4.8111 -0.6169 -4.0619 3.8079 -5.4061 2.9625
O 0.7496 -1.4064 4.5156 -1.2504 -2.1009 1.6347
H -0.1405 -1.9935 4.7355 2.2223 2.1803 -0.3204
H 1.2962 -1.7453 3.7990 0.4468 -0.5962 0.0961
O -5.5189 -0.2928 -0.8328 1.1954 3.6231 3.2899
H -4.6044 -0.2346 -0.4360 -1.6508 -0.3469 -0.7032
H -5.5263 -0.9558 -1.4360 0.2760 -3.2255 -2.7178
O -2.9564 3.4446 4.1785 1.1982 1.7645 1.7170
H -3.5678 3.2462 3.4885 -0.4437 -1.4580 -0.2111
H -2.4731 2.7233 4.6279 -0.8257 0.0580 -0.9552



- What is the multiplicity in the second record?
  1